1.
This record from OMol25 describes a structure of composition C18H49O7V at a distorted geometry. The level of theory is ωB97M-V/def2-TZVPD.

The geometry in ORCA input format:
```
! wB97M-V def2-TZVPD RIJCOSX def2/J DEFGRID3
* xyz 0 5
V -0.5179 0.6572 0.8935
O 0.3291 -1.1708 0.3433
H 0.3913 -2.1441 0.4010
C 2.9197 3.5343 -0.5742
C 2.2966 2.9609 0.7159
C 1.4539 3.8701 1.5878
O 1.4547 1.8587 0.4332
H 3.3525 4.4798 -0.2473
H 2.1863 3.6460 -1.3728
H 3.6783 2.9274 -1.0684
H 3.2027 2.7415 1.2806
H 1.9794 4.7238 2.0157
H 1.0562 3.3192 2.4401
H 0.6310 4.3019 1.0183
H 2.0197 1.1473 0.1227
C 0.3682 0.7674 5.3152
C 0.7157 0.3197 3.8799
C 1.3555 -1.1121 3.7095
O -0.4310 0.4444 3.0648
H -0.0148 -0.0611 5.9110
H -0.3189 1.6117 5.3716
H 1.2425 1.1691 5.8274
H 1.3805 1.0566 3.4290
H 2.3563 -0.9582 4.1130
H 1.5501 -1.4833 2.7033
H 0.8271 -1.9492 4.1658
H -1.1660 0.1454 3.6052
C -2.7792 1.4403 -2.9034
C -1.4835 1.8672 -2.2680
C -1.5110 3.2118 -1.4804
O -1.0499 0.8697 -1.3407
H -3.4846 2.2551 -3.0661
H -3.2129 0.6738 -2.2611
H -2.7734 0.8340 -3.8092
H -0.6884 1.8626 -3.0136
H -1.5961 4.1489 -2.0306
H -0.7477 3.3750 -0.7196
H -2.4280 3.2566 -0.8929
H -0.8790 0.1315 -1.9301
C -2.6321 -2.2619 1.8217
C -3.1362 -1.2588 0.7066
C -4.6933 -1.2670 0.6339
O -2.6902 0.1055 0.8943
H -2.8181 -3.2342 1.3654
H -3.1876 -2.1047 2.7463
H -1.5637 -2.2040 2.0296
H -2.6910 -1.6151 -0.2224
H -5.0259 -2.2409 0.2747
H -5.1084 -0.4947 -0.0136
H -5.1084 -0.9668 1.5960
H -3.5326 0.5519 0.7818
C 2.4301 0.0063 -2.2369
C 3.4106 -0.7266 -1.2771
C 4.7060 0.0203 -1.2887
O 2.8802 -0.3750 -0.0501
H 1.6485 -0.7390 -2.3844
H 2.9631 0.1965 -3.1685
H 1.9530 0.9124 -1.8634
H 3.7034 -1.7609 -1.4574
H 5.3668 -0.2432 -0.4629
H 4.5677 1.1013 -1.2669
H 5.1958 -0.1147 -2.2530
H 2.0430 -0.8382 0.0281
C -1.0608 -4.2269 -1.3189
C -0.4867 -3.2278 -2.3699
C -1.0680 -3.4064 -3.7631
O -0.7535 -1.8792 -1.9506
H -2.0731 -4.4633 -1.6467
H -1.0638 -3.6295 -0.4072
H -0.4281 -5.0836 -1.0868
H 0.5960 -3.3538 -2.3693
H -1.1523 -4.4641 -4.0126
H -0.4663 -2.7978 -4.4381
H -2.0810 -3.0062 -3.8048
H -0.3081 -1.6396 -1.1346
*
```

Calculated values
energy relative to the best compared isomer or geometry (same formula, charge and spin): 0.00 kJ/mol
LUMO energy (alpha / beta): 0.67 / 0.57 eV
F_max: 3.77 eV/A
<S²>: 6.00
orbital gap (alpha / beta): 3.9 / 10.0 eV
E_tot: -2185.77544 hartree
HOMO level (alpha / beta): -3.2 / -9.4 eV

=====

2.
This record from OMol25 describes a structure of composition C5H10NO2 at a distorted geometry. The level of theory is ωB97M-V/def2-TZVPD.

The geometry in ORCA input format:
```
! wB97M-V def2-TZVPD RIJCOSX def2/J DEFGRID3
* xyz -1 1
O -2.5046 1.5649 0.3899
C -2.4960 0.1928 0.2583
O -2.8813 -0.6359 1.0201
C -1.6509 -0.2175 -0.9628
C -0.2766 -0.6434 -0.4633
C 0.6373 0.5453 0.0531
C 2.8452 -0.1282 0.4165
N 1.9432 0.5212 -0.4562
H -2.1887 -1.0605 -1.4203
H -1.6301 0.4325 -1.8394
H -0.4079 -1.4213 0.2884
H 0.3454 -1.0384 -1.2681
H 0.0709 1.4606 -0.2108
H 0.6093 0.4869 1.1760
H 3.8542 -0.2184 0.0121
H 2.5675 -1.1971 0.6967
H 2.8120 0.2746 1.4684
H -1.6488 1.0819 0.8414
*
```

Calculated values
energy relative to the best compared isomer or geometry (same formula, charge and spin): 494.39 kJ/mol
LUMO energy: 3.58 eV
F_max: 4.46 eV/A
orbital gap: 5.0 eV
E_tot: -401.63851 hartree
HOMO level: -1.5 eV

=====

3.
This record from OMol25 describes a cluster of 12 separate species, C4H30NO13 in total at a distorted geometry. The level of theory is ωB97M-V/def2-TZVPD.

The geometry in ORCA input format:
```
! wB97M-V def2-TZVPD RIJCOSX def2/J DEFGRID3
* xyz 1 1
O 1.0990 0.6791 3.8291
C 0.7519 1.3051 2.8795
C 0.4230 0.5745 1.5141
C 0.9074 1.2693 0.2771
C 2.2800 0.6841 -0.0826
O 2.4333 -0.5100 -0.1396
N -1.1417 0.7291 1.4902
H 0.6996 2.4081 2.7146
H 0.6462 -0.4769 1.6932
H 0.4207 1.1521 -0.7107
H 0.8788 2.3677 0.3289
H 2.9771 1.4330 -0.4861
H -1.4544 1.4846 2.1054
H -1.5149 0.7542 0.4846
H -1.4632 -0.1323 1.9914
H 1.3878 -2.2319 -1.1828
H 1.3197 -3.7689 -1.0162
O 1.1114 -2.9293 -0.5979
H -1.5114 -2.2169 0.9214
H -2.1845 -2.4530 2.2239
O -1.8744 -1.7326 1.6701
H 0.2949 -3.8543 2.6046
H 1.0420 -3.2946 1.3361
O 0.7109 -3.0834 2.2171
H 1.1278 1.4455 -3.7894
H -0.2798 1.7441 -3.9744
O 0.2968 1.4149 -3.2754
H -3.6292 -2.1552 -2.0911
H -2.5492 -2.8353 -1.3341
O -3.2060 -2.1373 -1.2273
H -3.1220 1.1962 -0.8975
H -3.4517 -0.3186 -0.5127
O -2.9610 0.4762 -0.2478
H -0.3086 -1.4066 -4.0377
H -1.6348 -0.9767 -4.3964
O -1.1015 -1.7900 -4.4299
H -0.4354 4.5500 -0.9533
H 0.5276 3.3086 -1.6347
O -0.2611 3.6348 -1.1958
H 3.7869 1.5188 2.8276
H 3.0244 0.4372 2.2198
O 3.0575 1.4275 2.1894
H 2.6028 -1.5301 3.0980
H 3.5134 -1.7936 1.8267
O 3.4210 -1.2681 2.6405
H -1.8660 1.7332 -2.7606
H -2.2442 3.0134 -1.8883
O -2.5467 2.1546 -2.2209
*
```

Calculated values
energy relative to the best compared isomer or geometry (same formula, charge and spin): 213.31 kJ/mol
LUMO energy: -2.84 eV
F_max: 3.23 eV/A
orbital gap: 10.0 eV
E_tot: -1203.00586 hartree
HOMO level: -12.9 eV

=====

4.
This record from OMol25 describes a structure of composition C14H18N3O4SScSe3Te at a distorted geometry. The level of theory is ωB97M-V/def2-TZVPD.

The geometry in ORCA input format:
```
! wB97M-V def2-TZVPD RIJCOSX def2/J DEFGRID3
* xyz 0 1
Sc -0.3239 0.0182 0.7633
C 2.5142 1.8069 3.4539
C 2.0622 1.2048 2.1498
O 0.9672 0.5060 2.1902
C 2.8155 1.3762 1.0176
C 2.5646 0.7109 -0.2285
C 3.6248 0.7091 -1.2862
N 1.4467 0.0714 -0.4011
N 1.3413 -0.7197 -1.5485
C 0.4011 -1.5925 -1.3958
O -0.3199 -1.7047 -0.2922
C 0.1337 -2.5643 -2.4871
C 0.6100 -2.3396 -3.7763
C 0.3636 -3.2631 -4.7783
C -0.3596 -4.4192 -4.5041
C -0.8387 -4.6446 -3.2216
C -0.5964 -3.7161 -2.2159
H 1.6910 1.8173 4.1654
H 3.3236 1.2086 3.8779
H 2.8885 2.8207 3.3107
H 3.7252 1.9539 1.1051
H 4.4157 1.4125 -1.0338
H 4.0498 -0.2911 -1.3822
H 3.1934 0.9565 -2.2548
H 1.1666 -1.4339 -3.9761
H 0.7326 -3.0810 -5.7797
H -0.5478 -5.1406 -5.2891
H -1.4000 -5.5443 -3.0017
H -0.9564 -3.8867 -1.2098
Se -2.9311 -1.4287 -0.4240
Se -4.9639 -0.3377 -0.7598
Te -3.7357 1.9484 -0.9626
Se -1.5151 1.0362 -1.6378
C -1.6823 4.0852 2.5267
S -1.1890 2.4060 2.7778
C -2.6853 1.8122 3.5283
O -1.2301 1.8326 1.3628
H -2.5942 4.0820 1.9293
H -0.8735 4.5780 1.9904
H -1.8352 4.5558 3.4984
H -2.7649 2.2348 4.5302
H -2.5969 0.7281 3.5746
H -3.5241 2.0973 2.8926
O -1.7313 -0.9530 1.9056
N -2.8360 -0.9089 1.2963
*
```

Calculated values
LUMO energy (alpha / beta): -1.42 / -1.42 eV
F_max: 1.36 eV/A
orbital gap (alpha / beta): 5.7 / 5.7 eV
E_tot: -9640.80689 hartree
HOMO level (alpha / beta): -7.1 / -7.1 eV

=====

5.
This record from OMol25 describes a structure of composition C31H47Cl2Sn at a distorted geometry. The level of theory is ωB97M-V/def2-TZVPD.

The geometry in ORCA input format:
```
! wB97M-V def2-TZVPD RIJCOSX def2/J DEFGRID3
* xyz -1 1
C 3.9387 0.4109 4.9441
C 4.5325 0.9013 6.2732
C 5.7656 1.7560 5.9346
C 4.9616 -0.3320 7.0788
Sn 5.8614 -0.0618 9.0832
C 4.6143 -1.1968 10.4602
C 3.1359 -0.7627 10.3350
C 2.6752 -0.0574 11.6091
C 2.2477 -1.9479 9.9576
C 7.9483 -0.7031 9.1562
C 8.4919 -1.5322 7.9804
C 7.8500 -2.9201 7.9053
C 10.0182 -1.6760 8.0768
C 5.6233 2.0687 9.5118
C 6.9402 2.7959 9.8146
C 7.4799 2.4216 11.1957
C 6.7714 4.3174 9.7207
H 7.6719 2.4827 9.0505
H 4.7320 -0.1734 4.4653
H 3.0709 -0.2381 5.0873
H 3.6696 1.2379 4.2795
H 3.7561 1.4958 6.8625
H 6.4520 1.1081 5.3741
H 5.5076 2.6096 5.2910
H 6.2940 2.1297 6.8193
H 4.1258 -1.0280 7.2096
H 5.7511 -0.8434 6.5155
H 4.7692 -2.2483 10.1875
H 5.0344 -0.9773 11.4498
H 3.0465 -0.0328 9.5104
H 2.7971 -0.7263 12.4707
H 3.2581 0.8524 11.8073
H 1.6225 0.2433 11.5431
H 2.2832 -2.7079 10.7476
H 1.2085 -1.6317 9.8091
H 2.5774 -2.4190 9.0228
H 8.5115 0.2351 9.2485
H 8.0511 -1.2705 10.0912
H 8.2527 -0.9841 7.0541
H 8.0787 -3.4946 8.8150
H 6.7587 -2.8728 7.7967
H 8.2280 -3.4872 7.0419
H 10.2708 -2.2247 8.9925
H 10.4266 -2.2239 7.2183
H 10.5137 -0.7004 8.1207
H 5.1369 2.5151 8.6361
H 4.9384 2.1425 10.3669
H 6.7679 2.7338 11.9720
H 7.6493 1.3435 11.3045
H 8.4405 2.9155 11.3972
H 6.0528 4.6529 10.4789
H 7.7237 4.8340 9.8953
H 6.3999 4.6317 8.7381
Cl 1.9498 10.6636 6.6923
C 2.0579 8.9995 7.1037
C 3.1498 8.5425 7.8595
C 3.2400 7.1987 8.1840
C 2.2596 6.2535 7.7670
C 2.3960 4.8709 8.1379
C 1.6031 3.8221 7.6629
C 1.5855 2.5135 8.1789
C 0.4414 1.6447 7.9552
C -0.0965 0.8006 8.9670
C -1.2045 -0.0207 8.7243
C -1.7991 -0.0152 7.4462
Cl -3.1307 -1.0556 7.1303
C -1.3347 0.8577 6.4561
C -0.2309 1.6669 6.7057
C 1.1526 6.7485 7.0239
C 1.0480 8.1041 6.6992
H 3.9075 9.2522 8.2025
H 4.0651 6.8473 8.8051
H 3.1426 4.6391 8.9003
H 0.9007 4.0546 6.8591
H 2.3126 2.2381 8.9479
H 0.3220 0.8393 9.9704
H -1.6048 -0.6648 9.5027
H -1.8541 0.8903 5.4944
H 0.1137 2.3415 5.9259
H 0.3414 6.0815 6.7424
H 0.1964 8.4949 6.1526
*
```

Calculated values
LUMO energy: 2.18 eV
F_max: 1.46 eV/A
orbital gap: 4.6 eV
E_tot: -2344.10113 hartree
HOMO level: -2.4 eV

=====

6.
This record from OMol25 describes a structure of composition C29H44GeN2O9Sc. The level of theory is ωB97M-V/def2-TZVPD.

The geometry in ORCA input format:
```
! wB97M-V def2-TZVPD RIJCOSX def2/J DEFGRID3
* xyz 0 2
Sc 0.0837 0.0988 -0.1114
O 2.8644 -5.1640 0.1865
C 2.9444 -4.5599 -1.0179
C 3.4303 -5.3390 -2.0688
C 3.5504 -4.8072 -3.3339
C 3.1945 -3.4825 -3.5871
C 2.7119 -2.7135 -2.5519
C 2.5719 -3.2289 -1.2582
C 2.0320 -2.3239 -0.2266
O 1.7426 -1.1415 -0.5233
N 1.9209 -2.8120 1.0227
N 1.5670 -1.9447 1.9131
C 1.2881 -1.8363 3.1373
C 1.2980 -0.5306 3.7497
C 1.3146 -0.4016 5.1413
C 1.5829 0.8167 5.7258
C 1.8780 1.9034 4.8966
C 1.8322 1.8016 3.5224
C 1.4726 0.5896 2.8998
O 1.3369 0.4732 1.6111
H 2.5460 -4.5140 0.8427
H 3.7055 -6.3623 -1.8561
H 3.9284 -5.4289 -4.1355
H 3.2968 -3.0650 -4.5785
H 2.4284 -1.6826 -2.7088
H 1.1334 -2.7475 3.7190
H 1.1561 -1.2802 5.7550
H 1.6042 0.9189 6.8009
H 2.1400 2.8551 5.3416
H 2.0569 2.6567 2.9025
C -3.8689 -0.5259 -0.8524
C -3.0969 0.2875 -1.8835
C -3.9397 1.4782 -2.3306
C -2.8036 -0.5786 -3.1025
O -1.8504 0.7438 -1.3049
Ge -1.6937 2.4371 -0.4912
O -1.4047 1.4745 1.1031
C -2.2688 1.5503 2.2595
C -1.5739 2.3536 3.3482
C -3.5850 2.2449 1.9139
C -2.5354 0.1359 2.7497
O 0.1992 2.1104 -0.7666
C 1.1375 3.2041 -0.6056
C 0.9629 4.1817 -1.7624
C 0.8662 3.9107 0.7167
C 2.5291 2.5946 -0.6345
H -4.7938 -0.9109 -1.2855
H -4.1302 0.0826 0.0111
H -3.2778 -1.3665 -0.4987
H -4.8176 1.1179 -2.8693
H -3.3705 2.1244 -3.0009
H -4.2940 2.0803 -1.4921
H -3.7379 -0.9917 -3.4881
H -2.1447 -1.4046 -2.8527
H -2.3590 0.0165 -3.8979
H -1.2874 3.3387 2.9760
H -0.6818 1.8437 3.6998
H -2.2432 2.4910 4.1998
H -3.4307 3.2903 1.6420
H -4.2453 2.2233 2.7827
H -4.1064 1.7498 1.0949
H -1.5963 -0.3676 2.9801
H -3.0518 -0.4545 1.9950
H -3.1448 0.1661 3.6554
H -0.0624 4.5509 -1.8164
H 1.2173 3.7207 -2.7155
H 1.6211 5.0411 -1.6210
H -0.0608 4.4871 0.6695
H 1.6748 4.6059 0.9516
H 0.7687 3.1811 1.5178
H 2.6774 2.0433 -1.5653
H 2.6757 1.9126 0.2028
H 3.2846 3.3807 -0.5779
C 1.5294 0.3596 -4.6896
C 0.5155 0.7973 -3.6531
O 0.5371 -0.0547 -2.5165
H 1.5437 1.0598 -5.5259
H 1.2892 -0.6285 -5.0863
H 2.5290 0.3204 -4.2559
H -0.4890 0.8388 -4.0772
H 0.7418 1.7896 -3.2717
H 0.1472 -0.9229 -2.6969
O -0.6885 -2.2628 -1.3338
C -1.0728 -2.4029 -0.1731
O -0.9727 -1.4864 0.7168
H -1.5274 -3.3525 0.1524
*
```

Calculated values
energy relative to the best compared isomer or geometry (same formula, charge and spin): 100.19 kJ/mol
LUMO energy (alpha / beta): -0.25 / -1.72 eV
F_max: 0.55 eV/A
<S²>: 0.76
orbital gap (alpha / beta): 7.7 / 6.1 eV
E_tot: -4755.98691 hartree
HOMO level (alpha / beta): -8.0 / -7.8 eV

=====

7.
This record from OMol25 describes an isolated molecule of C5H4N2. The level of theory is ωB97M-V/def2-TZVPD.

The geometry in ORCA input format:
```
! wB97M-V def2-TZVPD RIJCOSX def2/J DEFGRID3
* xyz 0 1
C -1.1837 1.3246 -1.4737
C -0.4655 0.3986 -0.9187
C 0.1881 -0.3862 -0.0918
C -0.4261 -1.0415 1.0610
N 0.4556 -1.2653 1.9710
N 1.7298 -0.8617 1.4862
C 1.5920 -0.3646 0.3058
H -1.5809 1.3125 -2.4825
H -1.4862 -1.2224 1.1997
H -1.3840 2.1598 -0.8019
H 2.4253 0.0277 -0.2657
*
```

Calculated values
energy relative to the best compared isomer or geometry (same formula, charge and spin): 278.23 kJ/mol
LUMO energy: -0.56 eV
F_max: 0.42 eV/A
orbital gap: 9.4 eV
SMILES: C=C=C1C=NN=C1
E_tot: -302.32234 hartree
HOMO level: -9.9 eV

=====

8.
This record from OMol25 describes an isolated molecule of C6H12N2. The level of theory is ωB97M-V/def2-TZVPD.

The geometry in ORCA input format:
```
! wB97M-V def2-TZVPD RIJCOSX def2/J DEFGRID3
* xyz 0 1
C -1.6971 -0.3533 0.8598
C 1.8535 1.3540 0.3486
C 0.6903 0.5255 -0.1615
C 0.7179 -0.9400 0.0138
N 0.1121 1.1059 -1.3470
N -2.3112 0.0069 -0.4095
C -0.1845 -0.1640 0.8841
C 1.1018 -2.1210 -0.4001
H 0.8215 1.1696 -2.0714
H -0.6369 0.5087 -1.6830
H -2.3060 1.0168 -0.5131
H -3.2774 -0.3016 -0.4231
H -2.1210 0.2150 1.7060
H -1.9077 -1.4142 1.0389
H 0.1672 -0.0258 1.9031
H 1.5183 2.3671 0.5609
H 2.2725 0.9177 1.2513
H 2.6365 1.4019 -0.4070
H 1.8263 -2.2377 -1.1915
H 0.7240 -3.0315 0.0406
*
```

Calculated values
energy relative to the best compared isomer or geometry (same formula, charge and spin): 186.10 kJ/mol
LUMO energy: 1.00 eV
F_max: 0.55 eV/A
orbital gap: 9.6 eV
SMILES: C=C1[C@H](CN)[C@]1(C)N
E_tot: -345.25698 hartree
HOMO level: -8.6 eV